(1)
73
Properties=species:S:1:pos:R:3:forces:R:3 method="wB97M-V/def2-TZVPD" orbital_gap_ev=4.2 multiplicity=1 total_energy_ha=-2352.7553 charge=-1 e_homo_ev=-2.9344
C -4.1838 3.2022 0.0148 0.62 0.05 0.03
C -2.7855 3.3540 -0.5442 -0.28 0.13 0.16
C -2.5846 4.2763 -1.5607 0.15 0.13 -0.24
C -1.3339 4.4841 -2.1163 0.04 -0.16 0.12
C -0.2598 3.7675 -1.6205 0.06 0.12 -0.15
C -0.4474 2.8459 -0.6062 0.15 0.03 -0.03
C -1.7034 2.6130 -0.0612 -0.05 0.00 -0.13
C -1.9115 1.6029 1.0554 0.24 0.38 -0.23
C -0.7827 0.6171 1.1867 0.08 -0.04 0.30
C 0.2733 0.9249 2.0445 0.25 -0.13 -0.30
C 0.3034 2.1952 2.8449 -0.42 -0.39 -0.54
C -0.5712 2.1158 4.0855 0.09 0.10 0.34
O -0.8471 3.1051 4.7054 -0.13 0.24 0.06
C 1.3483 0.0243 2.2131 0.00 0.52 0.25
N 2.3549 0.2860 3.0757 0.35 0.14 -1.36
C 1.2954 -1.1356 1.4456 -0.09 -0.37 0.17
O 2.2703 -2.0999 1.5064 -0.63 0.63 0.73
C 1.7927 -3.1411 2.1762 0.59 -0.95 -0.29
N 1.4671 -4.1887 2.5105 -0.16 -0.13 -0.06
N 0.2823 -1.3637 0.5978 0.05 0.09 0.21
O 0.3782 -2.5145 -0.1485 -0.13 0.08 -0.08
C 0.9141 -2.2439 -1.4572 0.44 -0.35 -0.13
C 2.3768 -1.8238 -1.5186 -0.09 0.61 -0.99
C 2.5129 -0.2941 -1.3447 -0.16 -0.01 0.36
C 2.9080 -2.2338 -2.9203 0.00 -0.02 0.26
C 2.0083 -1.7753 -4.0815 0.22 -0.06 -0.20
C 4.3373 -1.7265 -3.1174 -0.34 0.24 0.07
C -0.7983 -0.5663 0.4452 -0.17 0.07 -0.31
Si -2.2916 -1.0404 -0.6759 -0.21 -0.31 -0.08
C -3.8213 -1.0921 0.4202 0.11 -0.08 -0.25
C -2.1967 -2.7314 -1.4854 -0.07 0.03 0.35
C -2.5229 0.2121 -2.0563 0.33 -0.04 0.16
H -4.6375 4.1853 0.0926 -0.24 0.03 -0.09
H -4.1536 2.7783 1.0121 -0.20 -0.08 0.10
H -4.7826 2.5655 -0.6340 -0.20 -0.04 0.02
H -3.4143 4.8587 -1.9373 -0.19 -0.02 0.06
H -1.1956 5.1934 -2.9175 -0.02 0.11 -0.06
H 0.7303 3.9302 -2.0203 0.10 -0.02 -0.03
H 0.4242 2.3165 -0.2491 -0.03 -0.17 0.11
H -1.9889 2.1891 1.9687 -0.19 -0.14 0.23
H -2.8690 1.1114 0.9343 0.00 -0.17 -0.03
H -0.0896 3.0057 2.2344 0.13 0.27 0.07
H 1.3153 2.4404 3.1404 0.07 0.07 0.19
H -0.9542 1.1336 4.3996 0.14 -0.23 -0.07
H 2.9267 -0.5275 3.4115 -0.29 -0.45 1.26
H 2.9286 1.0804 2.8282 -0.22 0.28 0.32
H 0.7769 -3.1874 -1.9803 -0.07 -0.21 0.17
H 0.3041 -1.5076 -1.9810 -0.20 0.14 0.17
H 2.9895 -2.3683 -0.8084 -0.17 -0.02 0.31
H 2.6605 0.2090 -2.2969 0.09 0.00 -0.12
H 1.6058 0.1431 -0.9288 -0.07 0.05 0.09
H 3.3247 -0.0101 -0.6792 0.15 -0.04 -0.02
H 2.9255 -3.3248 -2.9129 0.06 -0.10 -0.06
H 1.3401 -0.9597 -3.8138 -0.08 0.07 0.07
H 2.6166 -1.4028 -4.9041 0.07 -0.01 -0.09
H 1.4194 -2.5921 -4.4922 -0.21 -0.03 0.08
H 4.8496 -2.3123 -3.8752 0.17 -0.07 0.01
H 4.3069 -0.6951 -3.4654 0.09 0.10 -0.07
H 4.8905 -1.7151 -2.1810 0.21 -0.27 0.00
H -4.3974 -0.1718 0.3555 -0.05 0.11 0.17
H -4.4643 -1.8844 0.0392 -0.07 -0.10 0.01
H -3.5891 -1.3278 1.4557 -0.02 0.08 0.14
H -3.2275 -3.0384 -1.6632 -0.11 0.06 -0.14
H -1.6795 -2.7403 -2.4402 0.14 -0.01 -0.05
H -1.7682 -3.4737 -0.8187 0.11 -0.12 -0.02
H -1.5951 0.7302 -2.2971 0.06 0.11 0.02
H -3.2592 0.9619 -1.7806 -0.08 0.10 -0.12
H -2.8347 -0.3039 -2.9622 -0.21 -0.06 -0.04
O 1.9681 -1.7591 6.8447 -0.07 -0.02 -0.19
S 2.1529 -2.2130 5.4578 -0.28 -0.16 0.10
O 0.8633 -2.0758 4.6823 0.24 0.32 -0.38
O 2.6463 -3.5988 5.3865 -0.10 0.27 -0.04
O 3.1528 -1.2980 4.7828 0.68 -0.16 -0.32



(2)
92
Properties=species:S:1:pos:R:3:forces:R:3 method="wB97M-V/def2-TZVPD" orbital_gap_ev=10.7 multiplicity=1 total_energy_ha=-3081.1752 charge=0 e_homo_ev=-10.7275
C 1.5517 -1.6203 -0.7460 -0.78 0.28 -0.09
B 0.1310 -1.3277 -1.3711 0.02 0.23 -1.59
O -0.7465 -2.3446 -1.8441 0.14 0.42 2.20
B -1.8654 -2.2551 -0.9705 -0.24 0.66 -1.67
O -2.5276 -1.0025 -0.9385 1.54 -0.47 1.44
B -1.5293 -0.0577 -0.5886 -0.44 0.03 -1.76
O -0.4004 -0.0047 -1.4507 -0.15 -1.10 1.98
H 1.3702 -2.0131 0.2648 0.01 -0.04 -0.09
H 2.1361 -2.3603 -1.2914 0.04 0.07 -0.01
H 2.0976 -0.6902 -0.6014 0.19 -0.11 -0.11
H -2.1712 -3.1541 -0.2730 -0.23 -0.11 -0.08
H -1.6099 0.5952 0.3937 -0.13 0.26 -0.14
C 4.4816 1.9566 -1.6753 -0.01 0.33 0.14
C 4.6304 1.4840 -3.0980 0.06 0.31 -0.40
O 5.1266 0.1520 -2.9273 -0.11 0.06 0.10
C 4.7543 -0.2753 -1.6996 0.05 -0.08 -0.02
O 4.8669 -1.3928 -1.3173 0.00 -0.25 0.08
O 4.2375 0.7380 -0.9669 0.03 0.03 -0.10
H 3.6542 2.6509 -1.5440 -0.07 -0.16 0.12
H 5.3953 2.4126 -1.2876 -0.01 -0.06 -0.02
H 3.6756 1.4401 -3.6279 0.01 -0.05 0.06
H 5.3293 2.0859 -3.6759 0.08 -0.20 -0.03
C -2.6294 2.3183 4.5384 -0.16 0.08 0.08
C -3.5441 1.4771 3.6888 -0.48 0.00 0.08
O -2.6256 0.7646 2.8537 0.09 0.00 -0.01
C -1.4364 0.7181 3.4952 -0.02 0.12 0.13
O -0.5124 0.0587 3.1403 0.22 -0.17 -0.15
O -1.4359 1.5215 4.5802 -0.06 -0.11 -0.18
H -3.0161 2.4911 5.5365 0.20 -0.04 0.07
H -2.3961 3.2772 4.0799 0.07 -0.03 -0.01
H -4.1215 0.7566 4.2713 0.02 0.03 -0.02
H -4.2281 2.0714 3.0877 0.06 -0.13 -0.14
C 7.3118 -0.8743 -5.5440 0.02 -0.39 0.25
C 7.3438 -0.6657 -7.0364 0.12 -0.25 -0.28
O 6.6701 0.5868 -7.1865 0.04 -0.03 0.10
C 6.7825 1.2577 -6.0183 0.04 -0.09 -0.03
O 6.4714 2.3920 -5.8610 -0.14 0.32 0.08
O 7.2894 0.4663 -5.0476 0.02 0.01 -0.15
H 8.1824 -1.4088 -5.1709 0.02 0.18 0.10
H 6.4082 -1.3887 -5.2096 0.00 0.07 0.00
H 8.3601 -0.5694 -7.4254 -0.03 0.04 0.03
H 6.8268 -1.4498 -7.5850 -0.11 0.16 -0.06
C 2.5469 -4.9029 1.0235 -0.04 0.50 0.29
C 2.7021 -5.3798 -0.3936 -0.01 0.16 -0.36
O 3.2035 -6.7072 -0.2156 -0.06 0.09 0.05
C 2.8277 -7.1317 1.0169 0.00 -0.01 0.05
O 2.9401 -8.2446 1.4047 0.02 -0.29 0.07
O 2.3049 -6.1142 1.7427 0.05 -0.02 -0.24
H 1.7180 -4.2104 1.1462 -0.06 -0.14 0.15
H 3.4575 -4.4399 1.4100 -0.01 -0.03 -0.03
H 1.7477 -5.4269 -0.9250 0.02 -0.03 0.04
H 3.3995 -4.7709 -0.9654 0.10 -0.19 -0.02
C -6.3699 -1.0231 1.4239 0.29 -0.08 -0.33
C -7.6788 -1.6848 1.7696 -0.24 -0.22 -0.22
O -7.7281 -1.5478 3.1927 0.07 0.07 -0.10
C -6.9478 -0.4975 3.5355 -0.03 -0.07 0.00
O -6.8998 -0.0191 4.6185 0.06 0.16 0.30
O -6.2240 -0.0638 2.4776 -0.07 -0.07 -0.09
H -6.3855 -0.5316 0.4538 0.05 0.16 0.12
H -5.5269 -1.7165 1.4570 -0.03 0.02 0.03
H -8.5380 -1.1678 1.3353 0.04 0.02 0.05
H -7.7116 -2.7330 1.4809 0.00 -0.02 0.20
C -2.1894 -6.9963 -1.3282 0.40 -0.13 0.01
C -3.4642 -7.5602 -1.9008 -0.07 -0.30 -0.25
O -4.4693 -6.8728 -1.1522 0.14 0.00 -0.02
C -3.9299 -5.7184 -0.6965 -0.01 0.02 0.01
O -4.5463 -4.8453 -0.1852 -0.17 0.25 0.13
O -2.5918 -5.6908 -0.9050 -0.07 -0.17 -0.07
H -1.3870 -6.9341 -2.0602 -0.02 0.20 0.05
H -1.8362 -7.5559 -0.4590 -0.05 0.03 -0.01
H -3.5886 -7.3229 -2.9599 0.00 0.04 0.04
H -3.5501 -8.6360 -1.7656 -0.16 0.06 0.11
C -1.4188 7.8594 4.6375 0.03 0.35 0.03
C -0.9548 6.8746 3.5978 0.19 0.09 -0.32
O -1.0152 5.6288 4.3021 -0.01 0.09 0.06
C -1.9073 5.7671 5.3086 0.01 0.09 -0.01
O -2.3114 4.8656 5.9647 -0.14 -0.06 0.30
O -2.2808 7.0588 5.4552 0.11 -0.06 -0.07
H -1.9593 8.7009 4.2103 -0.15 -0.09 0.10
H -0.5991 8.2382 5.2526 -0.03 -0.07 0.01
H -1.6233 6.8293 2.7399 -0.03 0.01 0.07
H 0.0548 7.0732 3.2491 0.01 -0.19 0.03
C -0.0357 5.5139 -1.3361 0.02 -0.18 -0.36
C 0.6941 5.2385 -0.0461 0.21 -0.35 0.10
O 0.4898 6.4504 0.6867 -0.04 -0.02 -0.10
C -0.6263 7.0435 0.2023 -0.07 0.09 -0.14
O -1.1629 7.9760 0.7037 -0.05 0.17 0.10
O -1.0522 6.4326 -0.9253 0.13 -0.06 0.08
H -0.4765 4.6204 -1.7727 -0.17 0.11 0.04
H 0.5982 5.9998 -2.0815 -0.02 0.03 0.05
H 0.2577 4.4085 0.5142 -0.02 0.05 -0.01
H 1.7556 5.0494 -0.1906 0.01 0.18 0.13



(3)
80
Properties=species:S:1:pos:R:3:forces:R:3 method="wB97M-V/def2-TZVPD" orbital_gap_ev=6.7 multiplicity=1 total_energy_ha=-7649.1749 charge=+1 e_homo_ev=-11.9757
C -0.8080 6.2427 -7.9806 1.36 -2.40 -1.74
C -0.0398 5.1551 -8.6501 -2.66 3.40 1.04
S 1.1633 3.9759 -7.7894 -1.36 0.41 -0.33
C 0.1112 3.2152 -6.3953 -0.07 0.48 4.43
Br -1.4235 2.0410 -7.0504 2.33 1.74 0.50
C 0.3406 3.4515 -4.9424 -0.04 0.06 -3.77
C 1.5618 4.4153 -4.4088 -0.52 0.07 -0.20
Br -0.9350 2.5553 -3.6315 1.97 1.45 -1.88
H -0.3648 7.0549 -7.2642 -1.00 -2.36 -0.67
H -1.9660 6.3109 -8.2625 2.98 0.44 -0.07
H -0.2406 5.0060 -9.8107 0.28 -0.70 2.92
H 2.2681 4.6719 -7.2748 -1.29 -0.38 0.15
H 2.5281 3.7658 -4.2207 -2.11 1.29 -0.12
H 1.8305 5.2432 -5.2177 -0.73 -1.87 1.61
H 1.2062 5.0129 -3.4540 0.83 -1.56 -1.90
C 1.0074 -0.4477 -2.2944 -0.21 0.63 0.34
C 2.4714 -0.4022 -2.6825 -1.46 -0.30 -0.11
C 3.2071 -1.6784 -2.4082 -0.19 -1.00 -0.15
O 4.5388 -1.2296 -2.2271 0.41 1.34 0.34
C 4.4496 0.0537 -1.7575 2.01 0.80 0.89
O 5.3821 0.6833 -1.2914 -2.01 -1.23 -1.02
O 3.1745 0.5304 -1.8776 1.07 0.01 0.18
H 0.4434 -1.1106 -2.9571 0.13 0.04 0.13
H 0.8827 -0.7967 -1.2634 0.12 0.14 -0.49
H 0.5683 0.5547 -2.3388 0.16 -0.14 -0.21
H 2.5756 -0.0901 -3.7291 0.11 -0.07 -0.01
H 3.1463 -2.3861 -3.2396 0.17 0.11 0.13
H 2.8856 -2.1799 -1.4882 0.02 0.34 -0.45
C 0.3834 -4.0400 3.4924 -0.21 0.06 -0.13
C 1.2336 -4.0228 2.2382 -0.40 -0.44 1.61
C 2.2283 -2.9029 2.2002 0.69 0.05 0.81
O 2.4067 -2.7007 0.8091 -0.86 -0.10 -1.13
C 1.2359 -3.0870 0.2131 -0.71 -0.11 -1.15
O 0.9457 -2.8593 -0.9476 0.39 -0.92 2.29
O 0.4361 -3.7569 1.0957 0.63 0.86 -1.54
H 0.9776 -4.3154 4.3686 -0.15 -0.02 -0.30
H -0.0725 -3.0605 3.6739 0.16 -0.03 -0.11
H -0.4416 -4.7523 3.3858 0.28 -0.03 0.08
H 1.7144 -4.9983 2.0939 0.04 0.15 -0.02
H 3.1760 -3.1656 2.6783 -0.10 0.09 -0.26
H 1.8542 -1.9701 2.6375 -0.10 -0.19 0.04
C 0.2749 -1.6182 8.4880 0.41 -0.24 -0.16
C -0.3299 -2.9083 7.9725 0.06 1.56 0.72
C -0.3105 -4.0242 8.9722 -0.45 0.06 0.84
O -0.2930 -5.1744 8.1448 0.53 -0.08 -1.22
C 0.3179 -4.7976 6.9786 0.55 -1.36 -1.17
O 0.6968 -5.5715 6.1179 -0.72 1.44 1.82
O 0.4495 -3.4389 6.9128 0.11 -1.48 -0.42
H -0.3581 -1.1644 9.2562 0.43 -0.60 -0.46
H 1.2699 -1.7905 8.9129 -0.09 -0.17 -0.08
H 0.4059 -0.9029 7.6690 -0.19 -0.05 0.07
H -1.3410 -2.7248 7.5880 0.05 -0.11 0.09
H -1.1924 -4.0253 9.6187 0.13 -0.16 -0.18
H 0.5901 -4.0368 9.5968 -0.06 0.19 -0.10
C -0.3403 4.2133 7.9189 -0.21 -0.09 -0.35
C -0.6008 3.3610 9.1444 0.21 1.28 -0.71
C 0.6459 2.8363 9.7890 0.69 0.55 0.38
O 0.1883 1.6521 10.4186 -0.94 -0.79 -0.44
C -0.8771 1.2128 9.6789 -0.92 -1.51 0.34
O -1.3913 0.1150 9.7959 0.39 2.96 0.19
O -1.2821 2.1685 8.7900 0.16 -1.23 0.69
H 0.1201 5.1674 8.1918 -0.09 -0.14 0.03
H 0.3187 3.6975 7.2119 -0.03 0.02 0.20
H -1.2757 4.4114 7.3847 0.12 0.08 0.20
H -1.2284 3.9079 9.8590 0.12 -0.10 0.01
H 1.0632 3.5297 10.5244 -0.09 -0.26 0.00
H 1.4282 2.5634 9.0715 -0.15 0.14 -0.07
C -2.4557 -1.2198 -9.5333 0.20 -0.09 -0.37
C -3.7400 -0.4243 -9.6507 1.20 -0.47 0.33
C -4.8833 -1.0089 -8.8786 -0.17 -0.09 0.86
O -6.0092 -0.5453 -9.6033 0.10 0.20 -0.90
C -5.5901 -0.3795 -10.8964 -1.87 0.37 -2.14
O -6.3334 -0.1944 -11.8433 1.79 -0.39 2.25
O -4.2283 -0.4544 -10.9820 -0.92 0.12 -0.06
H -2.0337 -1.1425 -8.5270 -0.08 0.02 -0.08
H -2.6246 -2.2782 -9.7603 -0.08 0.18 0.09
H -1.7156 -0.8607 -10.2563 -0.09 0.05 0.20
H -3.5614 0.6241 -9.3809 -0.12 -0.01 0.05
H -4.9163 -0.6562 -7.8440 -0.18 -0.01 -0.18
H -4.8996 -2.1048 -8.8829 0.21 0.10 -0.03